[1]
{
  "formula": "C44H52BrInN7O5S",
  "method": "ωB97M-V with the def2-TZVPD basis set",
  "species": ["In", "C", "C", "C", "C", "C", "C", "C", "C", "C", "C", "C", "C", "N", "C", "O", "C", "C", "C", "C", "C", "N", "C", "O", "N", "C", "C", "C", "C", "C", "C", "C", "C", "C", "C", "C", "C", "H", "H", "H", "H", "H", "H", "H", "H", "H", "H", "H", "H", "H", "H", "H", "H", "H", "H", "H", "H", "H", "H", "H", "H", "H", "H", "H", "H", "H", "H", "H", "H", "H", "H", "H", "H", "H", "N", "C", "C", "C", "C", "C", "C", "S", "O", "O", "N", "C", "N", "C", "C", "C", "N", "H", "H", "H", "H", "H", "H", "H", "H", "H", "Br", "C", "C", "C", "O", "H", "H", "H", "H", "H", "H"],
  "xyz": [[0.23090, -0.27795, 0.33864], [0.59058, -4.08830, -3.40305], [0.99668, -3.17221, -2.24842], [0.94073, -3.93041, -0.92033], [2.35541, -2.53757, -2.43932], [3.40443, -3.30352, -2.93930], [4.65663, -2.75348, -3.14107], [4.86488, -1.41966, -2.83100], [3.84763, -0.61978, -2.32263], [4.15487, 0.84210, -2.04792], [4.29885, 1.61791, -3.36414], [5.41749, 1.03379, -1.20365], [2.57408, -1.18936, -2.11783], [1.50575, -0.37092, -1.63419], [1.06143, 0.47112, -2.57907], [1.30499, 0.45471, -3.78854], [0.22010, 1.61481, -2.06465], [-0.17594, 2.66925, -2.86576], [-0.85871, 3.72324, -2.27150], [-1.15002, 3.68910, -0.91760], [-0.74863, 2.58012, -0.19499], [-0.06284, 1.60779, -0.77014], [-1.06624, 2.40092, 1.26732], [-1.63244, 3.33579, 1.84144], [-0.67286, 1.23003, 1.78622], [-0.97127, 1.07676, 3.17877], [-0.02278, 1.46828, 4.13774], [-0.33714, 1.32354, 5.48619], [-1.55686, 0.81306, 5.89206], [-2.48855, 0.44086, 4.93978], [-2.21923, 0.56570, 3.58082], [-3.30811, 0.19294, 2.58696], [-4.15018, -1.00364, 3.04919], [-4.25651, 1.37808, 2.35283], [1.29717, 2.10291, 3.73675], [1.11265, 3.59520, 3.42748], [2.39008, 1.95138, 4.79469], [-0.47080, -4.33274, -3.31885], [1.14614, -5.03038, -3.39392], [0.75542, -3.60288, -4.36647], [0.26682, -2.36791, -2.20771], [1.65310, -4.76174, -0.92639], [-0.06259, -4.32405, -0.74129], [1.20377, -3.28253, -0.08251], [3.22767, -4.34400, -3.18795], [5.46514, -3.35471, -3.54134], [5.84432, -0.98553, -2.99386], [3.31653, 1.25513, -1.48525], [5.16749, 1.25326, -3.92084], [4.45556, 2.68080, -3.15986], [3.41526, 1.50255, -3.98918], [6.30780, 0.69906, -1.74257], [5.35256, 0.49389, -0.26188], [5.55166, 2.09612, -0.98484], [0.07288, 2.64066, -3.91641], [-1.17031, 4.57046, -2.87036], [-1.69443, 4.46911, -0.40666], [0.38838, 1.61399, 6.23442], [-1.78083, 0.70787, 6.94715], [-3.44709, 0.04832, 5.25863], [-2.82832, -0.05946, 1.63825], [-4.92416, -0.68705, 3.75360], [-3.55208, -1.76587, 3.54558], [-4.65785, -1.46280, 2.19778], [-4.74068, 1.64695, 3.29682], [-5.04143, 1.10242, 1.64087], [-3.72866, 2.25175, 1.98098], [1.63721, 1.60957, 2.82376], [0.88222, 4.13415, 4.35152], [0.29841, 3.78005, 2.73038], [2.03669, 4.00950, 3.01562], [2.20225, 2.61451, 5.64426], [3.35335, 2.22944, 4.36519], [2.47609, 0.92690, 5.15049], [6.41124, -5.79273, 1.39366], [5.63746, -4.64057, 1.53928], [5.32319, -3.85832, 0.42980], [4.58297, -2.69900, 0.57503], [4.14982, -2.31306, 1.83416], [4.47894, -3.06988, 2.95335], [5.21735, -4.22777, 2.80565], [3.21868, -0.83091, 2.03926], [3.54779, 0.07976, 0.97518], [3.42331, -0.42203, 3.39956], [1.64737, -1.18577, 1.76141], [0.93939, -2.03559, 2.56933], [1.49381, -2.73248, 3.56437], [0.69391, -3.59664, 4.17730], [-0.62446, -3.81105, 3.81374], [-1.10021, -3.02188, 2.77764], [-0.34215, -2.11983, 2.18601], [6.38249, -6.20972, 0.47793], [6.30733, -6.47126, 2.12971], [5.66166, -4.15448, -0.55585], [4.35319, -2.08593, -0.28483], [4.14557, -2.73827, 3.92519], [5.48002, -4.82007, 3.67541], [1.14213, -4.15548, 4.99389], [-1.24500, -4.54363, 4.30769], [-2.11000, -3.11366, 2.39679], [-1.72911, -1.54098, -0.67750], [-5.72803, 2.24765, -1.54846], [-4.66970, 1.30662, -1.01520], [-5.10379, -0.08931, -0.63424], [-3.51482, 1.64550, -0.94119], [-6.65405, 2.17347, -0.97794], [-5.95165, 1.96701, -2.58172], [-5.35225, 3.26824, -1.53419], [-6.16507, -0.14413, -0.39311], [-4.49334, -0.44673, 0.19219], [-4.89680, -0.74868, -1.48129]],
  "mulliken_charge": [2.208, -1.993, 1.251, -1.119, 1.883, -0.533, -1.712, -0.401, 0.678, 1.035, -1.788, -1.726, -1.085, 0.485, -0.097, -0.781, 0.351, -0.827, -0.785, -0.596, -0.235, 0.111, 0.235, -0.840, 1.309, -0.634, 0.759, -0.854, -1.453, -1.120, 0.687, 3.141, -1.928, -1.559, 2.353, -1.484, -2.408, 0.426, 0.362, 0.412, -0.122, 0.339, 0.438, 0.075, 0.229, 0.364, 0.293, -0.156, 0.311, 0.458, 0.381, 0.335, 0.296, 0.456, 0.596, 0.422, 0.579, 0.317, 0.347, 0.323, -1.058, 0.474, 0.527, 0.249, 0.488, 0.361, 0.147, -0.819, 0.366, 0.292, 0.363, 0.521, 0.420, 0.519, -0.592, 1.140, -1.096, 0.469, -1.106, -0.400, -1.032, 1.526, -0.526, -0.666, -0.626, 0.318, -0.426, -0.445, -1.219, -0.468, 0.373, 0.224, 0.210, 0.351, 0.419, 0.490, 0.282, 0.471, 0.431, 0.694, -0.699, -1.566, 0.786, -0.373, -0.227, 0.393, 0.354, 0.333, 0.310, -0.341, 0.382],
  "charge": -1,
  "orbital_gap_ha": 0.301,
  "lumo_ev": 2.40,
  "max_force_ev_per_a": 0.39,
  "de_lowest_ev": 0.000
}

***

[2]
{
  "formula": "C44H52ClO8PSi",
  "method": "ωB97M-V with the def2-TZVPD basis set",
  "species": ["C", "C", "O", "P", "O", "C", "C", "C", "Si", "Cl", "C", "C", "C", "C", "C", "C", "C", "C", "O", "C", "O", "C", "C", "H", "H", "H", "H", "H", "H", "H", "H", "H", "H", "H", "H", "H", "H", "H", "H", "H", "H", "H", "H", "H", "H", "H", "H", "H", "H", "H", "H", "H", "H", "H", "H", "H", "H", "H", "H", "O", "C", "C", "C", "C", "C", "C", "C", "C", "O", "C", "C", "C", "C", "C", "C", "H", "H", "H", "H", "H", "H", "H", "H", "O", "C", "C", "C", "C", "C", "C", "C", "C", "O", "C", "C", "C", "C", "C", "C", "H", "H", "H", "H", "H", "H", "H", "H"],
  "xyz": [[4.38737, -0.30833, 4.96712], [4.14850, 1.18504, 4.31320], [2.77398, 1.60684, 4.61268], [1.67814, 1.33913, 3.29114], [1.18365, 2.74880, 2.69945], [2.27437, 0.10590, 1.96336], [3.11464, 0.86850, 0.73506], [3.92874, -0.31557, -0.05531], [5.85961, -0.05033, 0.00776], [6.67754, -1.33364, -1.51890], [6.62888, -0.30120, 1.75484], [8.05408, -1.13822, 1.71041], [7.87620, -2.75780, 1.51388], [7.39913, -3.53140, 2.91227], [5.74548, -3.53180, 3.07577], [5.14470, -5.08194, 2.98178], [3.49094, -4.98953, 3.06434], [2.86191, -4.34834, 1.65651], [1.68075, -5.11522, 1.22276], [0.83442, -4.29345, 0.32564], [0.22378, 0.61240, 4.00775], [0.66499, -0.51534, 4.84817], [-0.37407, -1.82412, 4.78639], [3.70885, -0.43918, 5.93977], [5.50472, -0.43177, 5.36997], [4.16517, -1.19857, 4.23217], [4.86081, 1.92012, 4.92782], [4.47527, 1.28942, 3.19506], [2.93181, -0.72873, 2.49797], [1.33600, -0.37452, 1.43391], [3.79223, 1.74505, 1.13169], [2.35255, 1.37799, -0.02932], [3.66969, -1.35276, 0.45693], [3.51435, -0.36684, -1.16640], [6.12879, 1.34024, -0.40164], [6.89703, 0.77848, 2.16676], [5.91366, -0.78526, 2.54967], [8.72271, -0.61653, 0.88625], [8.58380, -0.94292, 2.76031], [8.89368, -3.22455, 1.15553], [7.04517, -3.05547, 0.71127], [7.71635, -4.67016, 2.77832], [7.94728, -3.12988, 3.86554], [5.20735, -2.89898, 2.21860], [5.44478, -3.12576, 4.13486], [5.48230, -5.58191, 1.97641], [5.56876, -5.73268, 3.88299], [3.22232, -4.24297, 3.93928], [2.99271, -6.05963, 3.21499], [3.74402, -4.42211, 0.86835], [2.59582, -3.20334, 1.76263], [1.45699, -3.54564, -0.34760], [0.00900, -3.67129, 0.88543], [0.29291, -5.03085, -0.40811], [0.83848, -0.12828, 5.94234], [1.71309, -0.95740, 4.48644], [-0.61232, -1.99928, 3.64657], [0.27482, -2.73226, 5.20853], [-1.31572, -1.59089, 5.44182], [-1.80587, 3.29448, 0.03612], [-1.66856, 4.29665, -0.65456], [-2.63721, 4.60540, -1.72622], [-3.73092, 3.75595, -1.93823], [-4.67204, 4.06233, -2.92216], [-4.52574, 5.21455, -3.69416], [-3.42735, 6.05281, -3.49637], [-2.47787, 5.74431, -2.51464], [-1.30985, 6.62724, -2.32464], [-1.14103, 7.59776, -3.05387], [-0.35253, 6.32976, -1.24095], [0.73970, 7.18142, -1.02873], [1.63114, 6.92717, 0.01460], [1.43526, 5.82561, 0.84711], [0.35545, 4.96744, 0.62832], [-0.53778, 5.21710, -0.42175], [-3.85460, 2.85777, -1.33572], [-5.52316, 3.40414, -3.08250], [-5.26602, 5.45999, -4.45240], [-3.31692, 6.94787, -4.10634], [0.89626, 8.04609, -1.67155], [2.47630, 7.59176, 0.18030], [2.12465, 5.63281, 1.66628], [0.21148, 4.10780, 1.28093], [-9.12617, -3.57282, -5.77213], [-8.66421, -2.56222, -5.25685], [-9.50632, -1.36198, -5.07706], [-10.84774, -1.38928, -5.48025], [-11.66033, -0.27297, -5.27717], [-11.13868, 0.86994, -4.67166], [-9.79789, 0.90537, -4.28529], [-8.97846, -0.21062, -4.49407], [-7.55696, -0.15770, -4.09850], [-7.07975, 0.87247, -3.63674], [-6.72048, -1.36335, -4.25987], [-5.37960, -1.33521, -3.85419], [-4.59029, -2.48023, -3.97157], [-5.13562, -3.65345, -4.49218], [-6.46779, -3.67942, -4.91048], [-7.26085, -2.52986, -4.79902], [-11.26326, -2.27986, -5.94848], [-12.70289, -0.29735, -5.58667], [-11.77533, 1.73541, -4.50185], [-9.39622, 1.80291, -3.81788], [-4.94835, -0.42432, -3.44226], [-3.55057, -2.45763, -3.65236], [-4.52311, -4.54871, -4.57478], [-6.88495, -4.59858, -5.31879]],
  "mulliken_charge": [-0.335, 0.057, -0.379, 0.393, -0.535, 0.162, -0.596, 0.084, 0.153, -0.314, 0.279, -0.746, -0.358, -0.725, 0.881, -1.019, -0.391, 0.300, -0.432, -0.506, -0.399, 0.371, -0.915, 0.316, 0.319, -0.358, 0.340, -0.046, -0.375, 0.452, 0.305, 0.266, -0.311, 0.372, -0.143, 0.446, -0.355, 0.275, 0.318, 0.312, 0.115, 0.321, 0.311, -0.577, 0.084, 0.317, 0.341, 0.163, 0.281, 0.162, -0.173, 0.219, 0.183, 0.250, 0.267, -0.295, 0.190, 0.290, 0.312, -0.685, 0.504, 0.120, -0.692, -0.360, -0.578, -0.500, 0.181, 0.626, -0.689, 0.386, -0.618, -0.441, -0.527, -0.865, 0.162, 0.482, 0.538, 0.398, 0.444, 0.453, 0.378, 0.492, 0.870, -0.681, 0.560, 0.207, -0.587, -0.448, -0.494, -0.505, 0.206, 0.518, -0.690, 0.165, -0.526, -0.568, -0.409, -0.634, 0.370, 0.451, 0.391, 0.396, 0.464, 0.569, 0.404, 0.390, 0.450],
  "charge": 0,
  "orbital_gap_ha": 0.299,
  "lumo_ev": -1.12,
  "max_force_ev_per_a": 6.28,
  "de_lowest_ev": 8.902
}